1.
{
  "formula": "C21H28N2O5S",
  "method": "wB97M-V/def2-TZVPD",
  "elements": ["C", "C", "C", "C", "O", "C", "C", "C", "C", "S", "O", "O", "N", "C", "O", "N", "C", "C", "C", "C", "C", "O", "C", "C", "C", "C", "C", "C", "C", "H", "H", "H", "H", "H", "H", "H", "H", "H", "H", "H", "H", "H", "H", "H", "H", "H", "H", "H", "H", "H", "H", "H", "H", "H", "H", "H", "H"],
  "positions_angstrom": [[-1.416596, -2.742588, 3.131194], [-1.397065, -3.254449, 1.696877], [-1.733330, -2.145377, 0.701945], [-1.615779, -2.626480, -0.745951], [-0.314118, -3.083593, -1.066035], [0.707158, -2.207156, -1.163800], [0.585468, -0.817210, -1.196271], [1.718813, -0.027635, -1.277554], [2.964045, -0.616576, -1.333919], [4.430363, 0.382931, -1.232606], [5.509769, -0.214468, -1.951144], [4.104707, 1.760117, -1.478082], [4.818446, 0.236248, 0.401004], [3.894221, 0.587945, 1.401567], [3.693130, -0.120877, 2.361905], [3.326640, 1.781598, 1.173697], [2.246940, 2.298126, 1.989231], [0.962568, 2.395547, 1.207230], [-0.169623, 1.690315, 1.578010], [-1.352089, 1.793219, 0.860958], [-1.412931, 2.607100, -0.264758], [-2.506861, 2.818028, -1.043893], [-3.735658, 2.195358, -0.735664], [-3.799001, 0.734646, -1.190747], [-3.598046, 0.611946, -2.696264], [-0.265364, 3.304106, -0.654201], [0.898347, 3.204653, 0.074849], [3.103569, -1.993972, -1.335297], [1.980634, -2.785899, -1.257699], [-2.394077, -2.333888, 3.379621], [-0.671192, -1.962195, 3.267119], [-1.195776, -3.548954, 3.825646], [-2.116335, -4.069038, 1.586565], [-0.406573, -3.650393, 1.465979], [-2.756371, -1.800002, 0.866447], [-1.055501, -1.304777, 0.865776], [-1.932483, -1.846104, -1.448079], [-2.249476, -3.504566, -0.897585], [-0.376947, -0.334118, -1.156217], [1.638140, 1.047142, -1.299208], [5.325486, -0.611460, 0.608250], [3.538626, 2.236765, 0.294095], [2.136940, 1.620317, 2.838322], [2.530890, 3.290419, 2.360035], [-0.138691, 1.053295, 2.450023], [-2.214885, 1.241529, 1.200706], [-3.953567, 2.276378, 0.336569], [-4.480036, 2.779721, -1.284347], [-4.772133, 0.330056, -0.906419], [-3.029635, 0.160547, -0.671916], [-4.387579, 1.136730, -3.228650], [-3.611915, -0.431940, -3.001641], [-2.644403, 1.048308, -2.984519], [-0.323205, 3.930995, -1.529869], [1.769185, 3.762777, -0.236359], [4.091276, -2.421456, -1.402064], [2.051887, -3.861702, -1.252886]],
  "forces_ev_per_angstrom": [[0.0, -0.2, -0.2], [0.0, 0.3, 0.1], [0.2, -0.5, -0.2], [-0.4, 0.3, 0.2], [0.3, -0.1, -0.1], [0.3, 0.2, 0.0], [-0.2, -0.2, 0.0], [0.1, 0.1, -0.1], [0.5, 0.5, -0.1], [0.0, -0.3, 0.3], [-0.1, -0.3, 0.2], [-0.2, -0.1, 0.0], [0.4, 0.0, -0.9], [-0.2, 0.2, 0.1], [0.1, -0.3, 0.2], [-0.2, 0.4, 0.0], [0.0, 0.0, 0.1], [0.0, -0.1, 0.2], [0.2, 0.2, 0.0], [-0.4, 0.0, -0.2], [0.2, 0.0, 0.1], [0.3, 0.1, -0.1], [-0.4, -0.4, 0.2], [0.2, 0.4, -0.1], [0.0, -0.1, 0.2], [-0.1, 0.0, -0.1], [-0.2, -0.1, 0.1], [-0.1, -0.2, 0.0], [-0.1, 0.1, 0.0], [-0.1, 0.1, 0.1], [0.1, 0.1, 0.1], [0.0, 0.0, 0.1], [0.0, -0.1, -0.1], [0.0, -0.1, 0.0], [0.0, 0.1, 0.0], [-0.1, 0.1, 0.0], [0.0, -0.1, 0.0], [0.0, 0.1, 0.0], [-0.1, 0.0, 0.0], [-0.1, 0.1, 0.0], [0.0, -0.2, 0.0], [0.0, 0.0, 0.2], [0.0, 0.2, -0.1], [0.0, -0.2, 0.0], [0.0, -0.1, 0.1], [-0.1, -0.1, 0.0], [0.0, 0.1, -0.1], [0.0, -0.1, 0.1], [0.0, 0.0, 0.1], [0.0, -0.1, 0.1], [-0.1, 0.0, -0.1], [0.0, -0.1, -0.1], [0.1, 0.0, -0.1], [0.0, 0.1, -0.1], [0.1, 0.1, -0.1], [0.1, -0.2, 0.0], [0.0, -0.1, 0.0]],
  "lowdin_charge": [-0.107, -0.255, -0.193, -0.181, -0.034, -0.249, 0.015, -0.037, -0.284, 0.683, -0.271, -0.290, -0.008, -0.600, 0.078, 0.087, -0.112, -0.221, -0.028, -0.023, -0.265, -0.047, -0.202, -0.225, -0.095, 0.007, -0.045, -0.048, 0.023, 0.071, 0.069, 0.070, 0.113, 0.111, 0.117, 0.095, 0.106, 0.134, 0.102, 0.101, 0.127, 0.097, 0.122, 0.131, 0.115, 0.104, 0.123, 0.130, 0.116, 0.070, 0.075, 0.067, 0.075, 0.122, 0.122, 0.119, 0.124],
  "homo_lumo_gap_ha": 0.3454,
  "e_above_lowest_kcal_mol": 17.9,
  "total_charge": 0,
  "smiles": "CCCCOc1ccc(S(=O)(=O)NC(=O)NCc2ccc(OCCC)cc2)cc1",
  "fmax_ev_per_a": 0.99
}

2.
{
  "formula": "C7H10",
  "method": "wB97M-V/def2-TZVPD",
  "elements": ["C", "C", "C", "C", "C", "C", "C", "H", "H", "H", "H", "H", "H", "H", "H", "H", "H"],
  "positions_angstrom": [[1.532514, -1.175351, -0.045581], [0.787361, -0.465682, 1.051948], [0.337765, 0.888487, 0.773341], [-0.106379, 1.103956, -1.208948], [-1.338915, 0.330019, -1.125947], [-1.717340, -0.102845, 0.085968], [-0.738921, -0.053043, 1.169900], [2.499637, -0.682780, -0.227682], [1.713050, -2.221651, 0.201139], [0.956203, -1.105022, -0.969368], [1.034686, -0.816876, 2.055183], [0.516868, 1.903459, 1.063856], [0.316203, 1.022353, -2.253578], [-0.096443, 2.157968, -1.021746], [-1.846133, -0.061394, -2.004040], [-2.729912, -0.415296, 0.289144], [-1.120244, -0.306303, 2.166411]],
  "forces_ev_per_angstrom": [[-0.1, -0.3, -0.1], [-0.1, -0.2, -0.2], [0.1, 0.1, -1.6], [0.4, -0.2, 1.1], [-0.3, -0.1, 0.3], [-0.3, -0.4, -0.4], [0.0, 0.0, -0.4], [-0.3, -0.1, 0.1], [0.0, -0.1, -0.1], [0.1, -0.2, 0.0], [0.2, 0.6, -0.1], [0.4, 0.0, 0.4], [0.8, -0.5, 1.5], [-0.9, 0.6, -0.1], [-0.2, 0.6, -0.1], [0.0, -0.7, -0.1], [0.4, 0.8, -0.3]],
  "lowdin_charge": [-0.070, -0.271, -0.068, -0.054, -0.174, -0.085, -0.214, 0.087, 0.071, 0.063, 0.131, 0.104, 0.096, 0.054, 0.098, 0.097, 0.137],
  "homo_lumo_gap_ha": 0.3370,
  "e_above_lowest_kcal_mol": 96.6,
  "total_charge": 0,
  "fmax_ev_per_a": 1.77
}

3.
{
  "formula": "C6H10O",
  "method": "wB97M-V/def2-TZVPD",
  "elements": ["C", "C", "C", "C", "C", "C", "O", "H", "H", "H", "H", "H", "H", "H", "H", "H", "H"],
  "positions_angstrom": [[-1.832088, -1.231661, -0.215026], [-0.623906, -0.366815, -0.181281], [-0.456279, 0.785089, -0.838076], [0.981774, 1.187849, -0.801336], [1.647682, 0.339826, 0.290725], [0.472969, -0.472268, 0.867240], [-0.032216, 0.131574, 2.056260], [-2.421310, -1.035406, 0.683791], [-1.596869, -2.302293, -0.233352], [-2.441431, -1.003081, -1.095204], [-1.085244, 1.229733, -1.601028], [1.393246, 2.154175, -1.107136], [0.891024, 0.477976, -1.665238], [2.366069, -0.292654, -0.234849], [2.191105, 0.832971, 1.109373], [0.773415, -1.481477, 1.163370], [-0.227941, 1.046464, 1.801769]],
  "forces_ev_per_angstrom": [[-0.2, -0.1, 0.1], [-0.5, 0.6, 0.4], [-0.8, 0.1, 0.7], [0.2, -1.0, -1.3], [0.0, -0.2, -0.2], [0.1, -0.2, -0.1], [0.2, 0.2, 0.3], [-0.2, -0.2, 0.0], [0.1, 0.2, 0.0], [0.0, 0.0, 0.2], [-0.3, -0.2, 0.2], [-0.5, -0.1, 0.3], [2.6, 1.1, -0.6], [0.1, -0.2, 0.4], [-0.3, 0.2, -0.4], [-0.2, 0.1, -0.1], [-0.1, -0.2, 0.2]],
  "lowdin_charge": [-0.052, -0.271, -0.091, -0.163, -0.125, -0.342, -0.030, 0.081, 0.080, 0.078, 0.121, 0.113, 0.125, 0.111, 0.119, 0.147, 0.099],
  "homo_lumo_gap_ha": 0.3412,
  "e_above_lowest_kcal_mol": 36.3,
  "total_charge": 0,
  "smiles": "CC1=CCC[C@H]1O",
  "fmax_ev_per_a": 2.87
}

4.
{
  "formula": "C2H5N4S",
  "method": "wB97M-V/def2-TZVPD",
  "elements": ["C", "C", "N", "N", "N", "N", "S", "H", "H", "H", "H", "H"],
  "positions_angstrom": [[-0.151791, 1.575385, -0.076406], [0.604088, -0.661349, -0.239906], [-1.370095, 1.241677, -0.194098], [-1.900470, 0.156230, -0.571970], [0.882367, 0.655577, -0.125356], [1.548752, -1.555755, -0.254379], [-3.038387, -0.738993, 0.210379], [0.206371, 2.558327, 0.326136], [1.882313, 1.114832, 0.007633], [1.270664, -2.485770, -0.450586], [2.558370, -1.405596, -0.186936], [-2.492181, -0.454565, 1.555492]],
  "forces_ev_per_angstrom": [[1.2, 0.6, 1.0], [-0.8, 0.3, -0.2], [-0.4, -0.5, 0.9], [-0.1, 0.1, -1.1], [2.4, 0.7, 0.4], [0.6, 0.9, -0.1], [2.5, 1.2, 2.1], [-1.1, -0.6, -1.1], [-2.5, -1.4, -0.2], [-0.2, -0.9, 0.1], [-0.3, 0.2, -0.1], [-1.4, -0.4, -1.8]],
  "lowdin_charge": [-0.121, -0.145, -0.008, -0.386, 0.013, 0.129, 0.913, 0.166, 0.215, 0.100, 0.133, -0.009],
  "homo_lumo_gap_ha": [0.2683, 0.2683],
  "e_above_lowest_kcal_mol": 100.9,
  "total_charge": 1,
  "fmax_ev_per_a": 3.49
}

5.
{
  "formula": "CH11O4S",
  "method": "wB97M-V/def2-TZVPD",
  "elements": ["C", "S", "H", "H", "H", "H", "H", "O", "H", "H", "O", "H", "H", "O", "H", "H", "O"],
  "positions_angstrom": [[-0.650473, 1.550212, -0.886796], [-1.145644, 2.951624, 0.235366], [0.186115, 1.987537, -1.446159], [-0.554855, 0.549306, -0.490552], [-1.348544, 1.748635, -1.712364], [0.823752, -2.873083, 2.679700], [0.987293, -1.902436, 1.432968], [1.382321, -2.606107, 1.954243], [-1.253293, 4.850982, -1.240599], [-0.297926, 5.858465, -1.613056], [-1.174019, 5.570696, -1.912140], [-2.795233, -3.691142, 0.490867], [-1.720995, -3.833610, 1.627292], [-2.574124, -4.129209, 1.314111], [4.061017, -2.508549, -0.207693], [2.578452, -1.777632, 0.015157], [3.496155, -1.745688, -0.240346]],
  "forces_ev_per_angstrom": [[-0.4, 3.1, -1.4], [0.1, -0.4, 0.5], [0.9, -1.0, 0.6], [0.0, -0.1, -0.1], [-0.6, -1.5, 0.3], [-0.5, 0.4, 0.1], [-0.5, 0.1, 0.5], [0.8, -0.4, -0.5], [-0.6, -0.5, -0.2], [-0.1, 0.3, -0.5], [0.7, -0.1, 0.7], [0.3, 0.3, 0.0], [0.2, 0.3, -0.3], [-0.5, -0.6, 0.3], [-0.8, -0.8, 0.5], [0.2, -1.1, 0.3], [0.8, 1.9, -0.8]],
  "lowdin_charge": [-0.682, 0.028, -0.027, -0.031, -0.031, 0.028, 0.036, -0.048, -0.103, 0.009, -0.160, 0.036, 0.014, -0.053, 0.026, 0.004, -0.045],
  "homo_lumo_gap_ha": 0.1756,
  "e_above_lowest_kcal_mol": 49.3,
  "total_charge": -1,
  "fmax_ev_per_a": 3.43
}

6.
{
  "formula": "CH2S3",
  "method": "wB97M-V/def2-TZVPD",
  "elements": ["C", "H", "H", "S", "S", "S"],
  "positions_angstrom": [[-0.165152, -0.040528, 0.095247], [-0.827436, -0.797747, -1.954682], [1.067118, -1.789351, -1.055922], [-0.816492, 0.435843, -1.372743], [0.918622, -1.312217, 0.191709], [-0.055178, 1.053265, 1.333480]],
  "forces_ev_per_angstrom": [[1.3, 2.1, 0.9], [0.0, 0.5, 0.1], [-0.5, 0.2, -0.2], [-1.3, -0.2, -1.6], [1.3, -2.1, 0.9], [-0.8, -0.4, -0.1]],
  "lowdin_charge": [-1.768, -0.107, -0.121, 0.737, 0.717, 0.541],
  "homo_lumo_gap_ha": 0.3032,
  "e_above_lowest_kcal_mol": 16.9,
  "total_charge": 0,
  "fmax_ev_per_a": 2.63
}

| no. | E_tot (Ha) |
| --- | --- |
| 1 | -1700.9367 |
| 2 | -272.5641 |
| 3 | -309.7845 |
| 4 | -696.0135 |
| 5 | -743.8351 |
| 6 | -1233.8255 |